Molecular formula: C31H46AuN3P2
Method: DFT, ωB97M-V/def2-TZVPD

Structure (ORCA input):
```
! RIJCOSX wB97M-V def2-TZVPD def2/J DEFGRID3
* xyz 2 1
Au -0.17 -0.72 -0.35
C -4.20 -1.34 -2.04
C -3.84 -0.08 -1.26
C -3.35 1.02 -2.21
P -2.52 -0.34 0.03
C -3.26 -1.32 1.44
C -2.40 -1.09 2.68
C -3.35 -2.80 1.08
C -2.40 1.32 0.78
C -3.49 1.87 1.43
C -3.41 3.10 2.10
C -4.59 3.69 2.78
C -2.16 3.73 2.15
C -1.07 3.22 1.49
C -1.17 2.03 0.72
N -0.13 1.52 0.04
C 0.97 2.21 -0.32
C 0.94 3.59 -0.63
C 2.10 4.28 -0.87
C 3.35 3.66 -0.78
C 4.61 4.43 -0.94
C 3.38 2.27 -0.59
C 2.22 1.54 -0.42
P 2.19 -0.28 -0.40
C 3.07 -0.83 -1.95
C 2.26 -0.27 -3.11
C 4.54 -0.46 -2.15
C 2.99 -0.90 1.17
C 4.50 -0.79 1.30
C 2.30 -0.14 2.31
H -4.92 -1.08 -2.82
H -4.65 -2.10 -1.41
H -3.32 -1.76 -2.52
H -4.73 0.28 -0.72
H -2.51 0.66 -2.80
H -3.03 1.91 -1.67
H -4.14 1.30 -2.89
H -4.27 -0.93 1.64
H -1.34 -1.25 2.48
H -2.69 -1.78 3.47
H -2.51 -0.08 3.06
H -2.50 -3.13 0.48
H -4.26 -3.01 0.52
H -3.38 -3.41 1.98
H -4.43 1.34 1.44
H -5.43 3.01 2.80
H -4.89 4.60 2.25
H -4.33 3.99 3.79
H -2.05 4.63 2.73
H -0.11 3.69 1.59
H -0.02 4.08 -0.72
H 2.05 5.33 -1.13
H 4.45 5.48 -0.72
H 4.97 4.36 -1.97
H 5.39 4.04 -0.30
H 4.33 1.77 -0.57
H 2.98 -1.92 -1.91
H 2.41 0.80 -3.21
H 1.18 -0.45 -2.99
H 2.58 -0.73 -4.05
H 4.66 0.60 -2.34
H 4.90 -1.00 -3.02
H 5.17 -0.75 -1.31
H 2.70 -1.96 1.21
H 4.84 0.23 1.11
H 5.02 -1.48 0.65
H 4.78 -1.04 2.33
H 2.66 0.89 2.34
H 2.51 -0.61 3.26
H 1.21 -0.11 2.18
N 0.41 -3.39 -2.51
C 0.27 -3.86 -1.26
C 0.32 -5.25 -1.02
C 0.22 -5.72 0.26
C 0.09 -4.81 1.31
C 0.05 -3.47 1.01
N 0.12 -3.00 -0.25
H 0.40 -4.02 -3.29
H 0.26 -2.41 -2.71
H 0.45 -5.93 -1.85
H 0.25 -6.78 0.47
H 0.01 -5.13 2.34
H -0.03 -2.73 1.78
*
```

Results
DFT total energy: -59621.208 eV
Kohn-Sham gap (alpha / beta): 4.61 / 4.53 eV
HOMO level (alpha / beta): -12.43 / -12.42 eV
E_LUMO (alpha / beta): -0.288 / -0.290 Eh
Molecular weight: 719.65 g/mol


Molecular formula: C31H46BiFNO6PSi
Method: DFT, ωB97M-V/def2-TZVPD

Structure (ORCA input):
```
! RIJCOSX wB97M-V def2-TZVPD def2/J DEFGRID3
* xyz 0 1
Bi -0.05 0.09 0.27
O -4.51 1.03 -0.04
C -3.15 0.89 -0.24
O -2.50 0.35 0.74
C -2.67 2.23 -0.81
C -3.36 2.85 -1.85
C -2.87 4.04 -2.35
C -1.73 4.60 -1.78
C -1.12 3.92 -0.74
N -1.57 2.75 -0.28
C 0.15 4.39 -0.09
O 0.35 5.72 -0.06
O 0.95 3.63 0.38
H -4.80 0.27 0.48
H -4.25 2.38 -2.25
H -3.37 4.53 -3.18
H -1.32 5.52 -2.17
H -0.40 6.21 -0.39
C 4.67 -1.21 3.63
Si 4.02 0.55 3.41
C 3.86 1.36 5.10
C 5.17 1.55 2.31
C 2.39 0.48 2.56
C 1.37 0.40 1.90
H 5.72 -1.22 3.92
H 4.58 -1.77 2.69
H 4.12 -1.75 4.40
H 4.84 1.45 5.58
H 3.21 0.79 5.77
H 3.44 2.37 5.01
H 6.16 1.67 2.75
H 4.75 2.54 2.13
H 5.29 1.07 1.34
C -2.06 -2.89 -5.94
C -1.03 -2.43 -4.93
C -0.24 -3.35 -4.26
C 0.69 -2.94 -3.31
C 1.56 -3.96 -2.62
C 0.83 -1.58 -3.03
C 0.11 -0.63 -3.77
C 0.38 0.84 -3.65
C -0.83 -1.08 -4.70
C 1.77 -1.15 -1.92
O 2.85 -0.65 -2.16
O 1.34 -1.44 -0.70
H -2.43 -3.89 -5.70
H -1.62 -2.92 -6.94
H -2.91 -2.20 -5.96
H -0.35 -4.41 -4.46
H 1.05 -4.92 -2.55
H 1.85 -3.63 -1.62
H 2.48 -4.10 -3.19
H 0.09 1.24 -2.68
H -0.16 1.40 -4.41
H 1.45 1.03 -3.76
H -1.41 -0.35 -5.25
C -1.45 -0.18 3.67
C -2.00 -1.47 3.06
C -2.17 -2.54 4.14
P -0.99 -2.00 1.58
C 0.32 -3.26 2.00
C -0.13 -4.71 2.12
C 1.11 -2.88 3.26
C -2.20 -2.78 0.41
C -3.15 -3.80 1.03
C -1.48 -3.32 -0.83
H -2.08 0.12 4.51
H -1.47 0.63 2.95
H -0.43 -0.30 4.03
H -2.96 -1.23 2.61
H -1.32 -2.56 4.81
H -2.31 -3.54 3.72
H -3.05 -2.30 4.74
H 0.99 -3.16 1.14
H -0.88 -4.84 2.91
H 0.74 -5.32 2.40
H -0.52 -5.12 1.19
H 0.55 -3.14 4.16
H 1.36 -1.82 3.28
H 2.04 -3.44 3.27
H -2.78 -1.91 0.09
H -2.63 -4.71 1.32
H -3.90 -4.07 0.29
H -3.66 -3.40 1.90
H -0.96 -4.26 -0.62
H -0.75 -2.61 -1.21
H -2.21 -3.50 -1.62
F -3.04 0.01 -1.43
*
```

Results
DFT total energy: -72393.802 eV
Kohn-Sham gap: 8.48 eV
Energy relative to the best compared isomer or geometry (same formula, charge and spin): 1.829 eV
HOMO level: -8.34 eV
E_LUMO: 0.005 Eh
Molecular weight: 815.75 g/mol


Molecular formula: C31H46BrN3OP2Pt
Method: DFT, ωB97M-V/def2-TZVPD

Structure (ORCA input):
```
! RIJCOSX wB97M-V def2-TZVPD def2/J DEFGRID3
* xyz 4 5
N 3.77 7.18 1.04
C 4.42 6.02 0.94
C 3.76 4.82 0.72
C 2.34 4.76 0.50
C 1.71 6.03 0.55
C 2.48 7.21 0.79
C 1.71 3.38 0.29
Pt -0.71 0.96 -0.06
P -1.03 -0.59 -1.88
C 0.58 2.80 -0.37
C 0.89 1.61 -1.36
C 0.55 1.50 -2.79
C 1.43 0.75 -3.64
C 2.63 -0.02 -3.30
C 2.97 0.40 -1.95
C 2.04 0.78 -0.99
Br 3.55 -1.60 -4.01
H 2.38 2.60 0.71
H -0.46 3.20 -0.22
H 4.41 3.96 0.70
H 0.64 6.12 0.41
H 5.49 6.12 1.10
H 1.96 8.18 0.79
H -0.48 1.81 -3.08
H 2.04 0.29 0.03
H 1.16 0.68 -4.65
H 3.98 0.13 -1.66
P -1.92 0.22 1.61
C -0.21 -1.49 -3.34
C -1.03 -1.94 -4.50
H 0.41 -2.26 -2.87
H 0.52 -0.92 -3.87
H -0.48 -2.57 -5.22
H -1.81 -2.61 -4.15
H -1.47 -1.10 -5.07
C -2.41 0.42 -2.64
C -3.38 -0.35 -3.53
H -2.01 1.34 -3.15
H -3.01 0.80 -1.79
H -3.74 0.24 -4.38
H -3.01 -1.28 -3.97
H -4.26 -0.58 -2.94
C -1.51 -2.14 -1.11
C -2.42 -3.05 -2.01
H -1.89 -1.95 -0.06
H -0.51 -2.62 -0.96
H -3.23 -3.65 -1.56
H -3.01 -2.42 -2.71
H -1.76 -3.72 -2.58
C -2.17 -1.46 2.26
C -2.94 -1.52 3.61
H -1.19 -1.96 2.35
H -2.74 -2.02 1.50
H -2.31 -1.22 4.48
H -3.86 -0.90 3.62
H -3.26 -2.56 3.78
C -3.60 0.88 1.54
C -3.70 2.22 0.78
H -3.79 0.98 2.62
H -4.21 0.06 1.13
H -3.66 3.12 1.44
H -2.94 2.34 -0.06
H -4.69 2.24 0.30
C -1.26 1.06 3.07
C -0.01 0.32 3.58
H -2.11 0.97 3.79
H -1.14 2.15 2.85
H 0.68 1.05 4.05
H -0.31 -0.44 4.32
H 0.52 -0.21 2.77
N 3.12 -5.20 3.64
C 2.21 -4.19 3.59
O 1.45 -3.87 4.49
C 2.24 -3.52 2.30
C 3.24 -3.62 1.31
C 3.14 -2.91 0.12
C 1.94 -2.17 0.02
N 0.86 -2.49 0.77
C 1.14 -2.71 2.03
H 3.28 -5.64 4.53
H 3.82 -5.37 2.93
H 4.15 -4.17 1.48
H 3.87 -2.96 -0.70
H 1.73 -1.43 -0.77
H 0.43 -2.29 2.72
*
```

Results
DFT total energy: -131224.501 eV
Kohn-Sham gap (alpha / beta): 5.37 / 4.12 eV
Energy relative to the best compared isomer or geometry (same formula, charge and spin): 8.259 eV
HOMO level (alpha / beta): -18.11 / -19.20 eV
E_LUMO (alpha / beta): -0.468 / -0.554 Eh
Molecular weight: 813.66 g/mol